A molecular structure, C26H43N3O5S2Sb. Source: the OMol25 dataset; level of theory: ωB97M-V/def2-TZVPD.

Geometry as XYZ:
```
80
Properties=species:S:1:pos:R:3
C 3.169 -3.822 4.922
O 2.898 -2.563 4.360
C 2.594 -2.637 2.961
C 3.710 -2.036 2.098
C 3.979 -2.847 0.816
C 4.159 -1.966 -0.427
Sb 2.335 -1.616 -1.589
N 1.180 -1.945 0.113
O 3.459 -1.422 -3.289
O 2.251 -3.652 -1.955
C 0.631 -1.386 -2.893
C -0.561 -0.680 -2.253
C -1.567 -0.182 -3.326
S -3.044 -1.248 -3.469
C -4.320 -0.309 -2.654
S -5.495 0.373 -3.538
N -4.269 -0.280 -1.231
C -5.561 -0.445 -0.608
C -6.303 0.611 -0.092
C -7.538 0.377 0.508
C -8.043 -0.919 0.601
C -7.289 -1.969 0.093
C -6.053 -1.744 -0.505
C -3.507 0.823 -0.696
C -2.898 0.617 0.545
C -2.172 1.624 1.170
C -2.043 2.864 0.558
C -2.631 3.069 -0.688
C -3.363 2.058 -1.310
O 2.375 0.378 -1.212
C 3.484 1.091 -1.683
C 3.784 2.239 -0.717
N 2.602 3.056 -0.428
C 2.861 3.977 0.687
C 1.582 4.324 1.486
C 0.616 3.150 1.483
O 1.920 4.697 2.816
H 3.927 -4.338 4.327
H 3.574 -3.657 5.918
H 2.264 -4.425 5.013
H 1.676 -2.101 2.749
H 2.442 -3.684 2.701
H 3.435 -1.016 1.848
H 4.610 -2.021 2.709
H 3.242 -3.634 0.689
H 4.935 -3.353 0.981
H 4.943 -2.371 -1.068
H 4.491 -0.989 -0.082
H 0.416 -1.294 0.223
H 0.860 -2.901 0.160
H 4.208 -2.011 -3.180
H 2.913 -4.105 -1.427
H 0.346 -2.333 -3.342
H 0.991 -0.761 -3.713
H -1.086 -1.413 -1.648
H -0.253 0.146 -1.615
H -1.083 -0.246 -4.295
H -1.842 0.857 -3.171
H -5.930 1.620 -0.160
H -8.087 1.219 0.898
H -9.000 -1.064 1.077
H -7.649 -2.984 0.165
H -5.472 -2.564 -0.896
H -3.008 -0.342 1.031
H -1.740 1.409 2.133
H -1.491 3.659 1.034
H -2.525 4.039 -1.147
H -3.811 2.254 -2.271
H 4.391 0.486 -1.732
H 3.245 1.509 -2.668
H 4.181 1.791 0.190
H 4.577 2.843 -1.183
H 2.490 3.665 -1.231
H 3.538 3.507 1.403
H 3.362 4.887 0.341
H 1.144 5.202 1.012
H 1.134 2.202 1.580
H 0.030 3.159 0.573
H -0.046 3.249 2.344
H 2.725 4.246 3.080
```

Lowest unoccupied orbital energy in eV: 1.5
HOMO level in hartree: -0.1822
Orbital gap in eV: 6.42
Net charge: -1

These are the Mulliken partial charges, in e, on atoms 1 to 6: atom 1 (C): -0.705, atom 2 (O): -0.401, atom 3 (C): -0.804, atom 4 (C): 0.008, atom 5 (C): -0.766, atom 6 (C): -1.348

A molecular structure, C26H43N3P2Tb. Source: the OMol25 dataset; level of theory: ωB97M-V/def2-TZVPD.

Geometry as XYZ:
```
75
Properties=species:S:1:pos:R:3
Tb 0.010 -0.199 0.909
C -0.660 -2.341 2.592
C 0.704 -2.433 2.151
C 0.604 -0.899 3.879
C -0.707 -1.401 3.665
C 1.474 -1.506 2.931
C -1.795 -3.191 2.152
H -1.683 -3.512 1.109
H -2.746 -2.647 2.243
H -1.881 -4.102 2.768
C -1.881 -1.130 4.529
H -2.820 -1.347 4.009
H -1.911 -0.087 4.871
H -1.860 -1.754 5.435
C 1.022 -0.038 5.010
H 1.290 -0.644 5.889
H 0.221 0.642 5.327
H 1.904 0.561 4.753
C 2.943 -1.297 2.870
H 3.478 -1.951 3.576
H 3.200 -0.261 3.131
H 3.339 -1.506 1.868
C 1.255 -3.429 1.194
H 1.639 -4.334 1.695
H 2.096 -3.016 0.616
H 0.492 -3.768 0.481
C -1.770 0.927 -3.858
C -1.844 -0.415 -3.831
C -0.968 -1.325 -4.639
C 0.520 -0.955 -4.669
C 1.040 -0.313 -3.418
C 1.202 1.025 -3.330
C 0.545 2.031 -4.227
C -0.863 1.706 -4.763
H -1.342 -1.375 -5.675
H 0.718 -0.301 -5.530
H -1.068 -2.339 -4.235
H -0.774 1.194 -5.729
H -2.507 1.538 -3.323
H -2.693 -0.916 -3.353
H -1.348 2.674 -4.963
H 0.503 2.985 -3.684
H 1.976 1.465 -2.700
H 1.198 2.215 -5.094
H 1.094 -1.880 -4.847
H 1.432 -1.004 -2.668
P -2.093 0.392 -0.476
P 2.015 1.387 0.177
C -0.825 1.591 -1.208
C 0.418 2.289 -0.555
H -1.459 2.385 -1.627
H -0.453 1.025 -2.064
H 0.904 2.889 -1.339
H 0.093 2.965 0.251
C 2.780 2.723 1.122
H 3.483 2.269 1.837
H 2.023 3.285 1.684
H 3.326 3.394 0.445
C 3.353 0.874 -0.932
H 3.806 1.748 -1.413
H 2.997 0.164 -1.687
H 4.110 0.357 -0.326
C -3.764 0.472 -1.190
H -4.393 -0.256 -0.655
H -3.813 0.256 -2.264
H -4.206 1.462 -0.999
C -1.203 -1.211 -1.039
H -0.251 -1.606 -0.594
H -0.922 -1.048 -2.082
H -1.921 -2.034 -0.956
N -0.767 1.415 2.219
C -1.083 2.133 3.112
N -1.415 3.039 3.914
C -1.641 3.066 5.195
N -1.875 3.226 6.335
```

Lowest unoccupied orbital energy (alpha / beta) in eV: -3.7 / -3.2
HOMO level (alpha / beta) in hartree: -0.3683 / -0.3697
Spin multiplicity: 7
Orbital gap (alpha / beta) in eV: 6.27 / 6.88
Net charge: +1

These are the Mulliken partial charges, in e, on atoms 1 to 6: atom 1 (Tb): -0.478, atom 2 (C): 0.504, atom 3 (C): 0.612, atom 4 (C): 0.838, atom 5 (C): 0.561, atom 6 (C): 0.367

A molecular structure, C26H43N3S2Tb. Source: the OMol25 dataset; level of theory: ωB97M-V/def2-TZVPD.

Geometry as XYZ:
```
75
Properties=species:S:1:pos:R:3
Tb 0.823 0.207 -1.846
S 1.283 -2.291 -2.897
S 2.270 2.288 -0.832
C 2.939 -2.876 -2.362
C 1.643 -1.418 -4.506
C 2.663 -0.275 -4.511
N 2.170 0.921 -3.770
C 3.206 1.966 -3.514
C 2.703 2.974 -2.487
H 0.652 -1.080 -4.849
H 1.985 -2.220 -5.169
H 2.843 0.008 -5.562
H 3.626 -0.600 -4.092
H 3.414 2.499 -4.454
H 4.142 1.495 -3.194
H 1.784 3.468 -2.831
H 3.460 3.737 -2.287
C 3.903 1.689 -0.256
H 1.478 1.370 -4.385
H 4.399 0.967 -0.925
H 3.736 1.214 0.722
H 4.539 2.579 -0.134
H 2.806 -3.259 -1.340
H 3.719 -2.098 -2.355
H 3.226 -3.698 -3.035
C -2.979 2.526 -4.949
C -3.683 2.157 -3.865
H -2.859 1.856 -5.810
H -2.544 3.529 -5.039
H -4.142 1.163 -3.787
H -3.878 2.856 -3.042
C -0.488 -3.683 3.982
C 0.918 -3.594 3.376
C 1.960 -3.371 4.485
C 1.253 -4.908 2.639
C 1.040 -2.448 2.368
C 2.268 -2.223 1.719
C 2.327 -1.286 0.699
N 1.206 -0.657 0.255
C 0.055 -0.718 1.007
C -0.051 -1.634 2.055
C -0.991 0.247 0.683
C -1.974 0.656 1.590
C -2.848 1.691 1.248
C -2.802 2.224 -0.051
C -1.848 1.739 -0.935
N -0.947 0.794 -0.571
C -3.843 2.267 2.257
C -3.545 3.773 2.401
C -5.266 2.089 1.695
C -3.731 1.577 3.624
H -0.542 -4.515 4.694
H -1.237 -3.855 3.201
H -0.740 -2.760 4.517
H 1.910 -4.164 5.244
H 2.977 -3.366 4.064
H 1.787 -2.403 4.975
H 0.569 -5.044 1.786
H 2.284 -4.879 2.248
H 1.157 -5.771 3.315
H 3.175 -2.779 1.967
H 3.270 -0.993 0.222
H -1.020 -1.736 2.545
H -1.986 0.194 2.579
H -3.480 3.006 -0.400
H -1.772 2.085 -1.967
H -3.695 4.291 1.441
H -4.202 4.227 3.159
H -2.496 3.919 2.700
H -5.467 1.026 1.511
H -6.024 2.475 2.395
H -5.374 2.623 0.740
H -3.952 0.507 3.540
H -2.720 1.691 4.032
H -4.441 2.028 4.331
```

Lowest unoccupied orbital energy (alpha / beta) in eV: -9.6 / -9.4
HOMO level (alpha / beta) in hartree: -0.6257 / -0.6257
Spin multiplicity: 7
Orbital gap (alpha / beta) in eV: 7.42 / 7.64
Net charge: +3

These are the Mulliken partial charges, in e, on atoms 1 to 6: atom 1 (Tb): 0.672, atom 2 (S): 0.036, atom 3 (S): 0.145, atom 4 (C): -0.754, atom 5 (C): -0.837, atom 6 (C): -0.634

A molecular structure, C26H44Cl26F17NSbSi. Source: the OMol25 dataset; level of theory: ωB97M-V/def2-TZVPD.

Geometry as XYZ:
```
116
Properties=species:S:1:pos:R:3
C -5.684 2.266 1.973
Si -4.157 1.205 2.551
C -4.884 -0.542 2.949
C -3.494 2.121 4.130
Sb -2.313 1.180 0.826
C -3.598 2.148 -0.753
C -3.303 3.717 -0.658
N -4.174 4.580 -1.507
C -0.844 0.198 2.268
F -1.697 -0.416 3.267
F -0.181 1.266 2.922
C 0.062 -0.942 1.636
F -0.257 -2.159 2.333
F -0.408 -1.187 0.309
C 1.637 -0.801 1.737
F 1.980 -0.521 3.096
F 2.163 -2.121 1.558
C 2.340 0.309 0.853
F 3.437 0.786 1.648
F 1.569 1.484 0.662
C 3.008 -0.110 -0.519
F 3.921 -1.207 -0.434
F 3.860 0.996 -0.854
C 2.092 -0.344 -1.792
F 2.807 0.216 -2.903
F 0.853 0.293 -1.811
C 1.845 -1.869 -2.220
F 1.522 -2.731 -1.175
F 3.006 -2.307 -2.923
C 0.630 -2.001 -3.286
F 0.695 -1.066 -4.315
F 0.719 -3.284 -3.891
F -0.613 -2.010 -2.620
H -6.159 1.653 1.119
H -6.483 2.364 2.777
H -5.352 3.275 1.537
H -4.631 -1.321 2.156
H -6.023 -0.459 3.056
H -4.523 -0.877 3.988
H -3.727 3.234 3.942
H -2.381 1.976 4.302
H -4.145 1.820 5.016
H -1.816 2.775 1.433
H -1.002 1.262 -0.323
H -2.900 -0.362 0.246
H -4.692 1.858 -0.649
H -3.218 1.703 -1.748
H -3.368 4.016 0.440
H -2.200 3.873 -0.953
H -5.142 4.410 -1.214
H -4.038 4.397 -2.505
C -4.634 6.915 -4.236
Cl -3.914 5.400 -4.796
Cl -5.755 6.643 -2.894
H -3.842 7.580 -3.904
H -5.178 7.371 -5.062
C -2.754 9.544 -1.714
Cl -4.000 10.203 -2.783
Cl -2.882 7.786 -1.587
H -1.775 9.800 -2.114
H -2.872 9.979 -0.723
C 2.804 1.605 -5.925
Cl 2.845 1.055 -7.605
Cl 1.488 2.756 -5.662
H 2.657 0.745 -5.275
H 3.750 2.089 -5.688
C 7.282 -1.391 -1.673
Cl 8.008 -2.595 -2.746
Cl 7.978 0.208 -1.933
H 6.212 -1.343 -1.867
H 7.456 -1.689 -0.640
C 6.510 -6.215 -2.999
Cl 7.812 -7.302 -2.499
Cl 5.735 -6.787 -4.482
H 5.765 -6.167 -2.206
H 6.924 -5.223 -3.175
C -8.059 -0.093 5.417
Cl -8.480 -0.380 3.724
Cl -6.340 0.285 5.611
H -8.647 0.745 5.786
H -8.290 -0.987 5.993
C -0.099 -3.740 -7.233
Cl -1.340 -3.114 -8.325
Cl -0.210 -5.497 -7.075
H 0.882 -3.482 -7.628
H -0.231 -3.288 -6.252
C -0.715 -2.482 6.169
Cl -2.337 -1.840 5.898
Cl -0.489 -2.974 7.853
H -0.565 -3.347 5.526
H 0.014 -1.711 5.926
C 2.946 -5.555 7.747
Cl 1.311 -6.162 7.455
Cl 2.923 -3.856 8.234
H 3.405 -6.143 8.539
H 3.527 -5.651 6.832
C 8.369 -3.670 -6.314
Cl 9.671 -4.756 -5.813
Cl 7.594 -4.240 -7.797
H 7.624 -3.622 -5.522
H 8.784 -2.679 -6.490
C 6.406 -2.887 6.948
Cl 5.128 -2.247 5.909
Cl 6.310 -4.648 7.075
H 7.372 -2.616 6.527
H 6.302 -2.454 7.942
C -8.312 9.253 -1.566
Cl -8.771 8.724 0.057
Cl -7.444 10.792 -1.517
H -7.667 8.499 -2.015
H -9.212 9.374 -2.166
C 4.331 -7.496 0.679
Cl 5.774 -8.501 0.507
Cl 4.569 -5.905 -0.054
H 3.495 -7.989 0.187
H 4.113 -7.368 1.738
```

Lowest unoccupied orbital energy in eV: 1.4
HOMO level in hartree: -0.1418
Orbital gap in eV: 5.27
Net charge: -1

These are the Mulliken partial charges, in e, on atoms 1 to 6: atom 1 (C): -1.014, atom 2 (Si): 1.019, atom 3 (C): -0.459, atom 4 (C): -0.832, atom 5 (Sb): 0.306, atom 6 (C): -0.807

3 unconnected molecules or ions with the total composition C26H44N3O6. Source: the OMol25 dataset; level of theory: ωB97M-V/def2-TZVPD.

Geometry as XYZ:
```
79
Properties=species:S:1:pos:R:3
O 5.586 3.392 -1.373
C 4.735 2.559 -1.337
O 4.090 2.210 -0.199
C 4.247 1.791 -2.526
O 5.203 1.753 -3.598
C 4.795 2.507 -4.648
O 4.220 2.082 -5.584
C 5.193 3.952 -4.517
C 4.340 4.968 -4.910
C 4.759 6.274 -4.738
N 5.961 6.523 -4.204
C 6.812 5.556 -3.827
C 6.440 4.235 -3.973
H 3.594 2.979 0.110
H 3.322 2.232 -2.893
H 4.026 0.777 -2.209
H 3.376 4.744 -5.331
H 4.128 7.092 -5.034
H 6.238 7.487 -4.067
H 7.757 5.818 -3.386
H 7.082 3.432 -3.666
C 0.383 -2.766 -0.581
C -0.140 -1.338 -0.885
C -1.640 -1.370 -1.173
C -1.990 -1.984 -2.527
C -1.214 -1.295 -3.649
C 0.294 -1.277 -3.402
N 0.597 -0.735 -2.039
O 0.468 0.550 -2.024
C 0.864 -2.697 -3.577
C 0.987 -0.434 -4.464
C 0.110 -0.522 0.380
H 0.424 -2.938 0.493
H -0.250 -3.549 -0.995
H 1.396 -2.910 -0.956
H -2.038 -0.351 -1.137
H -2.138 -1.925 -0.377
H -1.789 -3.058 -2.528
H -3.061 -1.873 -2.707
H -1.414 -1.797 -4.599
H -1.580 -0.269 -3.757
H 1.921 -2.729 -3.310
H 0.776 -3.000 -4.620
H 0.344 -3.454 -2.997
H 0.595 0.583 -4.505
H 0.835 -0.870 -5.450
H 2.065 -0.371 -4.296
H 1.178 -0.467 0.604
H -0.392 -0.999 1.222
H -0.278 0.492 0.302
C -4.749 0.267 4.085
C -3.896 -0.892 3.506
C -4.660 -2.213 3.605
C -4.756 -2.752 5.032
C -3.367 -2.849 5.665
C -2.592 -1.533 5.607
N -2.584 -0.994 4.212
O -1.723 -1.629 3.485
C -3.205 -0.520 6.591
C -1.159 -1.753 6.078
C -3.652 -0.553 2.042
H -5.276 0.791 3.289
H -5.510 -0.074 4.786
H -4.129 1.008 4.586
H -4.166 -2.964 2.980
H -5.661 -2.074 3.190
H -5.412 -2.125 5.640
H -5.213 -3.743 5.010
H -3.456 -3.163 6.707
H -2.799 -3.631 5.152
H -2.728 0.456 6.492
H -3.047 -0.863 7.614
H -4.278 -0.388 6.479
H -0.652 -2.530 5.510
H -1.168 -2.062 7.123
H -0.576 -0.835 6.000
H -3.087 0.376 1.943
H -4.604 -0.427 1.528
H -3.108 -1.341 1.527
```

Lowest unoccupied orbital energy (alpha / beta) in eV: -4.9 / -4.9
HOMO level (alpha / beta) in hartree: -0.3558 / -0.3919
Spin multiplicity: 3
Orbital gap (alpha / beta) in eV: 4.83 / 5.81
Net charge: +1

These are the Mulliken partial charges, in e, on atoms 1 to 6: atom 1 (O): -0.470, atom 2 (C): 0.334, atom 3 (O): -0.439, atom 4 (C): -0.213, atom 5 (O): -0.392, atom 6 (C): 0.121

Electronic energy for the records above, in order: -2593.5392, -2687.5011, -2800.7417, -15264.0420, -1632.4462 Eh